# C44H51BCsN9O2Sb2

C44H51BCsN9O2Sb2 as an isolated structure (the ωB97M-V functional and the def2-TZVPD basis, the OMol25 dataset).

Last column: Mulliken charge in e.
Atoms and positions in Å:
Cs1 -1.149 1.101 0.948  1.94
C1 -2.554 2.715 -1.861  -0.58
C2 -2.550 1.704 -2.976  0.89
C3 -2.367 2.111 -4.294  -0.52
C4 -2.434 1.211 -5.344  -1.16
C5 -2.736 -0.118 -5.072  -0.75
C6 -2.939 -0.550 -3.771  1.52
C7 -3.372 -1.957 -3.474  -1.47
C8 -2.790 0.350 -2.696  -0.91
N1 -2.854 -0.152 -1.393  0.67
C9 -4.053 -0.170 -0.843  -0.15
O1 -5.115 0.305 -1.306  -0.83
C10 -4.154 -0.918 0.487  0.29
C11 -5.425 -1.307 0.907  -0.78
C12 -5.544 -2.020 2.085  -0.49
C13 -4.403 -2.300 2.818  -0.76
C14 -3.169 -1.864 2.342  0.52
N2 -3.056 -1.201 1.190  0.38
C15 -1.942 -2.228 3.180  -0.45
O2 -2.165 -2.537 4.371  -0.79
N3 -0.785 -2.205 2.542  0.77
C16 0.305 -2.823 3.158  -0.47
C17 1.492 -2.091 3.363  0.00
C18 1.524 -0.628 3.041  0.19
C19 2.626 -2.721 3.853  -0.66
C20 2.627 -4.078 4.144  -0.84
C21 1.465 -4.804 3.938  -0.80
C22 0.306 -4.204 3.458  1.49
C23 -0.922 -5.043 3.248  -1.69
H1 -2.693 3.719 -2.267  0.43
H2 -1.614 2.728 -1.303  -0.60
H3 -3.368 2.501 -1.167  0.48
H4 -2.181 3.161 -4.499  0.30
H5 -2.276 1.543 -6.363  0.37
H6 -2.832 -0.830 -5.885  0.33
H7 -3.420 -2.550 -4.390  0.42
H8 -4.356 -1.952 -3.002  0.31
H9 -2.693 -2.439 -2.768  0.12
H10 -6.271 -1.033 0.293  0.52
H11 -6.517 -2.350 2.432  0.38
H12 -4.421 -2.833 3.757  0.52
H13 0.729 -0.080 3.546  -0.07
H14 1.387 -0.468 1.971  -0.26
H15 2.483 -0.185 3.317  0.31
H16 3.525 -2.132 4.004  0.36
H17 3.522 -4.563 4.516  0.37
H18 1.450 -5.869 4.150  0.34
H19 -0.656 -6.101 3.182  0.47
H20 -1.447 -4.752 2.337  0.25
H21 -1.621 -4.893 4.073  0.36
C24 4.191 1.949 2.057  -1.49
C25 3.201 1.610 1.125  -0.24
N4 2.103 2.337 1.298  0.46
N5 2.365 3.158 2.329  -0.22
C26 3.608 2.952 2.800  -0.25
B1 1.344 4.145 2.936  0.39
N6 0.549 4.880 1.834  -0.04
C27 0.738 6.169 1.494  -0.26
C28 -0.113 6.473 0.452  -1.14
C29 -0.802 5.271 0.229  -0.18
N7 -0.392 4.320 1.057  0.15
N8 0.428 3.443 3.964  -0.26
C30 0.318 3.778 5.264  -0.33
C31 -0.537 2.884 5.872  -1.17
C32 -0.903 2.013 4.834  -0.32
N9 -0.318 2.358 3.696  0.49
H22 5.174 1.525 2.170  0.43
H23 3.234 0.850 0.359  0.58
H24 3.978 3.529 3.632  0.46
H25 1.968 4.983 3.543  -0.26
H26 1.462 6.770 2.018  0.43
H27 -0.222 7.413 -0.060  0.38
H28 -1.569 5.058 -0.499  0.31
H29 0.862 4.621 5.658  0.42
H30 -0.838 2.858 6.905  0.38
H31 -1.546 1.146 4.867  0.46
C33 -0.428 -4.006 -0.323  -1.52
Sb1 0.246 -1.983 -0.596  -0.62
C34 2.324 -2.546 -0.380  -1.37
C35 0.211 -2.125 -2.819  -0.05
C36 1.494 -1.950 -3.544  0.82
C37 2.345 -3.048 -3.695  -0.49
C38 3.558 -2.962 -4.353  -0.68
C39 3.950 -1.747 -4.900  -0.76
C40 3.113 -0.652 -4.774  -0.62
C41 1.889 -0.720 -4.106  0.74
C42 1.062 0.521 -3.989  -0.74
Sb2 1.379 1.489 -2.062  0.20
C43 0.900 3.473 -2.754  -1.22
C44 3.493 1.769 -2.404  -1.61
H32 -0.009 -4.645 -1.103  0.68
H33 -1.516 -4.050 -0.348  0.34
H34 -0.081 -4.345 0.652  0.32
H35 2.540 -3.483 -0.895  0.55
H36 2.527 -2.665 0.686  0.37
H37 2.973 -1.768 -0.787  0.29
H38 -0.533 -1.396 -3.130  -1.20
H39 -0.191 -3.121 -3.015  0.81
H40 2.033 -3.997 -3.273  0.38
H41 4.192 -3.837 -4.441  0.39
H42 4.894 -1.655 -5.424  0.37
H43 3.409 0.297 -5.209  0.32
H44 -0.007 0.329 -4.075  -0.43
H45 1.342 1.238 -4.763  0.84
H46 1.567 3.741 -3.574  0.52
H47 1.029 4.174 -1.929  0.32
H48 -0.131 3.516 -3.100  0.20
H49 3.648 2.176 -3.404  0.57
H50 4.028 0.824 -2.317  0.38
H51 3.875 2.467 -1.661  0.44

Computed properties:
- Multiplicity: 1
- Energy relative to the best compared isomer or geometry (same formula, charge and spin): 7.4 kcal/mol
- Net charge: -2
- HOMO level: -2.5033 eV
- Strongest force on any atom: 0.00933 Eh/bohr

---

# C44H51CaN5O8P2Se2

C44H51CaN5O8P2Se2 as an isolated structure (the ωB97M-V functional and the def2-TZVPD basis, the OMol25 dataset).

Last column: Mulliken charge in e.
Atoms and positions in Å:
Ca1 0.133 -0.352 -0.331  1.90
C1 -0.514 -2.280 2.078  0.27
C2 -1.525 -2.821 1.096  -1.14
O1 -1.696 -1.906 0.003  -0.13
C3 -2.975 -1.294 -0.187  -0.96
C4 -3.071 0.035 0.548  -0.64
O2 -1.840 0.733 0.327  0.63
C5 -1.895 2.136 0.096  -1.40
C6 -0.564 2.735 0.500  0.30
O3 0.518 2.070 -0.160  -0.12
C7 1.787 2.448 0.403  0.17
C8 2.776 1.309 0.242  -1.34
O4 2.117 0.143 0.699  0.88
C9 2.812 -0.848 1.453  -1.33
C10 1.745 -1.571 2.246  0.23
O5 0.689 -1.981 1.357  -0.35
H1 -0.306 -3.037 2.842  0.57
H2 -0.891 -1.373 2.562  -0.36
H3 -2.476 -2.983 1.608  0.50
H4 -1.178 -3.764 0.669  0.29
H5 -3.772 -1.967 0.138  0.56
H6 -3.058 -1.132 -1.262  0.24
H7 -3.190 -0.088 1.624  0.21
H8 -3.907 0.609 0.138  0.49
H9 -2.657 2.598 0.730  0.53
H10 -2.135 2.326 -0.956  0.30
H11 -0.444 2.603 1.579  -0.54
H12 -0.560 3.801 0.250  0.41
H13 1.663 2.625 1.471  -0.27
H14 2.151 3.352 -0.095  0.39
H15 3.655 1.522 0.854  0.52
H16 3.085 1.171 -0.801  0.26
H17 3.494 -0.363 2.154  0.60
H18 3.345 -1.518 0.774  0.38
H19 1.326 -0.877 2.974  -0.44
H20 2.163 -2.452 2.742  0.44
Se1 1.819 -4.084 -6.666  -0.22
P1 3.137 -3.380 -5.179  0.68
C11 4.218 -4.688 -4.547  0.68
C12 3.623 -5.854 -4.071  -0.38
C13 4.408 -6.888 -3.596  -0.65
C14 5.794 -6.770 -3.602  -0.49
C15 6.387 -5.615 -4.081  -0.78
C16 5.601 -4.570 -4.552  -0.41
C17 4.242 -2.064 -5.768  0.43
C18 4.645 -1.027 -4.931  -0.26
C19 5.493 -0.040 -5.411  -0.73
C20 5.954 -0.093 -6.719  -0.46
C21 5.563 -1.133 -7.552  -0.77
C22 4.702 -2.112 -7.082  -0.58
C23 2.401 -2.702 -3.686  0.10
C24 1.370 -1.804 -3.403  -0.92
N1 1.378 -1.639 -2.067  0.78
N2 2.345 -2.386 -1.552  -0.55
N3 2.973 -3.032 -2.507  -0.68
P2 0.221 -0.787 -4.334  1.57
Se2 -1.018 0.384 -3.030  -0.69
C25 -0.791 -1.871 -5.346  0.38
C26 -1.329 -1.431 -6.549  -0.22
C27 -2.168 -2.265 -7.271  -0.74
C28 -2.485 -3.525 -6.782  -0.53
C29 -1.968 -3.953 -5.568  -0.59
C30 -1.118 -3.130 -4.850  -0.55
C31 1.220 0.263 -5.416  0.34
C32 1.740 -0.229 -6.612  -0.10
C33 2.576 0.570 -7.377  -0.90
C34 2.906 1.848 -6.949  -0.51
C35 2.394 2.336 -5.754  -0.75
C36 1.550 1.547 -4.989  -0.75
H21 2.544 -5.949 -4.080  0.38
H22 3.941 -7.790 -3.222  0.39
H23 6.407 -7.582 -3.235  0.37
H24 7.465 -5.519 -4.088  0.40
H25 6.073 -3.665 -4.913  0.36
H26 4.295 -0.989 -3.907  0.52
H27 5.794 0.773 -4.763  0.42
H28 6.618 0.677 -7.090  0.40
H29 5.921 -1.176 -8.573  0.40
H30 4.364 -2.911 -7.730  0.42
H31 -1.089 -0.446 -6.928  0.43
H32 -2.577 -1.930 -8.216  0.43
H33 -3.137 -4.175 -7.351  0.40
H34 -2.209 -4.938 -5.191  0.41
H35 -0.691 -3.470 -3.914  0.35
H36 1.509 -1.235 -6.939  0.44
H37 2.980 0.185 -8.303  0.47
H38 3.567 2.463 -7.546  0.42
H39 2.645 3.334 -5.422  0.43
H40 1.128 1.924 -4.065  0.30
C37 0.474 4.495 4.228  -0.96
C38 1.365 3.695 5.170  -1.54
C39 0.933 2.227 5.308  2.79
C40 1.906 1.490 6.249  -1.50
C41 1.583 0.012 6.432  -0.90
C42 -0.440 2.191 5.945  -0.25
O6 -0.687 2.719 7.010  -0.67
N4 -1.396 1.506 5.250  0.11
C43 -1.235 0.881 4.003  -0.34
O7 -2.221 0.286 3.565  -0.83
N5 -0.056 0.949 3.351  1.17
C44 1.002 1.561 3.927  -1.07
O8 2.098 1.609 3.356  -0.73
H41 0.797 5.535 4.174  0.52
H42 -0.566 4.493 4.562  0.26
H43 0.506 4.086 3.214  0.12
H44 1.353 4.139 6.167  0.48
H45 2.392 3.695 4.805  0.46
H46 1.880 2.003 7.213  0.48
H47 2.905 1.605 5.826  0.42
H48 0.589 -0.134 6.859  0.28
H49 2.300 -0.459 7.105  0.50
H50 1.623 -0.522 5.479  -0.02
H51 -2.313 1.433 5.665  0.31

Computed properties:
- Multiplicity: 1
- Energy relative to the best compared isomer or geometry (same formula, charge and spin): 0.0 kcal/mol
- HOMO level: -7.8523 eV
- Strongest force on any atom: 0.01117 Eh/bohr

---

Table of total energy (eV), in record order: -78266.77440, -238001.14812